[1]
Entry from the OMol25 dataset: a 6-piece molecular cluster, C22H42Cl2N6O8 overall (wB97M-V/def2-TZVPD).

Calculated values
DFT total energy: -73862.5273 eV
Max |F|: 0.7 eV/Å
LUMO level: -0.944 eV
Orbital gap: 8.22 eV
E_HOMO: -9.160 eV
Energy relative to the best compared isomer or geometry (same formula, charge and spin): 0.0 kcal/mol
Net charge: 0

XYZ file:
```
80
Properties=species:S:1:pos:R:3:forces:R:3
C 2.3680 1.4828 -0.1427 0.0308 -0.0628 -0.0195
C 1.5537 0.2731 0.3427 0.0008 0.1277 0.0143
Cl 2.6405 -0.9295 1.0885 0.0288 0.0211 0.0972
C 0.3706 0.7227 1.2687 0.1577 -0.1735 -0.0488
Cl -0.0035 -0.4397 2.5591 -0.0720 0.1581 -0.0146
C -0.8008 0.9761 0.3622 -0.3623 -0.0048 0.4059
C -0.9625 1.9920 -0.4902 0.1104 0.2952 -0.6265
N -0.2729 3.1902 -0.7241 0.0659 0.0190 0.1745
C -2.0392 1.5929 -1.4647 0.4401 -0.4601 -0.0460
O -2.2113 1.9528 -2.5830 -0.2609 0.2943 0.1652
O -2.6990 0.5127 -0.9257 -0.1070 -0.0008 0.0420
C -2.0874 0.1893 0.2792 -0.1079 0.4590 0.0902
O -2.6693 -0.4356 1.1007 0.2729 -0.3698 -0.1479
H 2.0779 2.3975 0.3751 0.0642 -0.0519 0.0765
H 3.4263 1.3261 0.0511 -0.0082 -0.0356 -0.0324
H 2.2420 1.6573 -1.2108 0.0310 -0.0613 0.0918
H 1.1211 -0.2435 -0.5092 0.0034 -0.1223 -0.0023
H 0.6634 1.6462 1.7654 -0.0332 -0.0159 0.0401
H -0.3559 3.8344 0.0520 -0.0154 -0.0263 0.0215
H 0.7049 3.0813 -0.9772 -0.1395 0.0601 -0.2156
C 0.7267 2.8051 -4.5359 -0.0158 0.0129 0.0367
C 1.4895 3.7391 -3.6313 -0.0428 0.1155 -0.1723
O 1.9969 3.3424 -2.5822 0.0875 0.0291 0.0559
N 1.6193 5.0264 -4.0066 -0.0097 -0.0742 0.0950
C 1.1312 5.6645 -5.2125 0.0452 0.0149 -0.0722
H 0.7415 1.8161 -4.0882 -0.0016 0.0013 -0.0060
H -0.3097 3.1259 -4.6447 0.0021 0.0002 0.0080
H 1.1821 2.7591 -5.5260 -0.0067 0.0067 0.0002
H 2.1477 5.5907 -3.3585 0.0305 -0.0066 -0.0270
H 1.9629 6.0616 -5.7959 0.0209 -0.0258 0.0135
H 0.4496 6.4806 -4.9699 -0.0158 -0.0222 0.0127
H 0.5951 4.9440 -5.8222 -0.0096 0.0148 0.0003
C -6.6695 -2.9040 -4.0813 0.0039 -0.0041 -0.0414
C -5.6257 -2.0020 -4.7050 -0.0236 -0.0156 0.0397
O -5.3875 -2.0318 -5.9003 0.0064 0.0050 0.0034
N -4.9602 -1.1543 -3.8775 0.0271 0.0419 -0.0175
C -5.1095 -0.9858 -2.4463 -0.0061 -0.0592 -0.1237
H -7.0982 -3.5085 -4.8747 0.0052 0.0070 0.0048
H -6.2274 -3.5586 -3.3291 -0.0037 0.0082 0.0078
H -7.4599 -2.3230 -3.6044 0.0059 -0.0023 0.0096
H -4.2789 -0.5783 -4.3480 -0.0142 -0.0062 -0.0034
H -5.3985 0.0385 -2.2063 -0.0048 -0.0068 0.0403
H -4.1745 -1.2046 -1.9336 -0.0483 -0.0196 0.0434
H -5.8759 -1.6566 -2.0698 -0.0059 0.0125 0.0055
C -2.6308 -2.9630 2.9964 0.0550 -0.0911 0.0398
C -2.3369 -3.8693 4.1679 -0.0202 0.0198 0.0298
O -1.1942 -4.1173 4.5204 -0.0392 0.0306 -0.0670
N -3.3951 -4.4043 4.8343 0.0107 -0.0346 0.0138
C -4.8035 -4.2205 4.5649 -0.0011 -0.0020 0.0130
H -1.6841 -2.6257 2.5892 -0.0325 -0.0293 -0.0141
H -3.1876 -3.4902 2.2202 -0.0220 0.0283 0.0009
H -3.2092 -2.0914 3.3006 -0.0259 0.0117 -0.0177
H -3.1319 -4.9920 5.6107 0.0107 0.0177 -0.0038
H -5.3126 -3.7698 5.4190 0.0058 0.0184 -0.0067
H -5.2897 -5.1717 4.3402 0.0065 0.0027 -0.0214
H -4.9342 -3.5639 3.7100 -0.0184 -0.0049 0.0051
C 4.8937 3.6882 -4.3974 -0.0787 0.0393 -0.0062
C 5.3252 5.1356 -4.4231 0.0045 -0.0453 0.0202
O 4.9823 5.8944 -5.3159 -0.0660 0.0312 0.0184
N 6.0983 5.5767 -3.3944 -0.0113 0.0467 -0.0284
C 6.5816 4.8270 -2.2554 0.0183 -0.0005 0.0068
H 4.2879 3.5134 -5.2823 0.0124 -0.0048 -0.0007
H 5.7433 3.0049 -4.4070 0.0223 0.0315 0.0309
H 4.2918 3.4911 -3.5081 0.0212 -0.0816 -0.0154
H 6.3509 6.5500 -3.4675 -0.0006 -0.0113 -0.0105
H 6.2199 5.2562 -1.3192 -0.0190 -0.0090 -0.0051
H 7.6726 4.8124 -2.2266 -0.0018 -0.0174 -0.0160
H 6.2311 3.8011 -2.3116 0.0061 0.0011 0.0179
C 0.8852 -5.3275 6.5583 0.0070 -0.0608 0.0728
C 0.9984 -5.6280 8.0327 -0.0013 0.0119 -0.0040
O 0.0299 -5.9285 8.7111 0.0036 -0.0031 -0.0048
N 2.2371 -5.5531 8.5996 0.0004 -0.0066 0.0219
C 3.4886 -5.2144 7.9617 0.0064 -0.0003 0.0126
H -0.1522 -5.4191 6.2610 0.0195 0.0151 -0.0055
H 1.2127 -4.3128 6.3299 0.0069 -0.0056 -0.0108
H 1.4895 -6.0208 5.9706 0.0128 0.0182 -0.0071
H 2.2437 -5.7648 9.5849 -0.0140 0.0011 -0.0105
H 4.2083 -6.0322 8.0396 -0.0107 -0.0107 -0.0174
H 3.9347 -4.3240 8.4099 -0.0143 0.0129 -0.0122
H 3.3218 -5.0122 6.9082 0.0210 0.0040 0.0025
```
Positions in Å, forces in eV/Å.

Mulliken population analysis, charges in e, atoms 1 to 6: atom 1 (C): -1.257, atom 2 (C): 0.126, atom 3 (Cl): -0.158, atom 4 (C): 0.325, atom 5 (Cl): -0.079, atom 6 (C): -0.201


[2]
Entry from the OMol25 dataset: a 2-piece molecular cluster, C22H42Cl3FN5OS overall (wB97M-V/def2-TZVPD).

Calculated values
DFT total energy: -84104.2306 eV
Max |F|: 0.8 eV/Å
LUMO level: -2.018 eV
Orbital gap: 9.64 eV
E_HOMO: -11.658 eV
Net charge: +1

XYZ file:
```
75
Properties=species:S:1:pos:R:3:forces:R:3
C 0.0891 -0.8860 -3.4296 -0.0764 -0.1019 0.0282
C -0.4579 0.2474 -2.5463 -0.1376 -0.0944 0.0202
C -0.0784 0.1302 -1.0621 -0.0483 -0.1032 -0.1495
C -1.0166 -0.7824 -0.2327 0.1865 -0.2243 -0.1682
C -0.3688 -2.0919 0.2514 0.1446 0.0709 -0.1191
N -1.6220 -0.0739 0.9127 -0.1276 -0.0850 -0.2768
C -1.0809 0.3206 2.0584 0.4278 -0.0584 -0.0285
C 0.3247 0.1131 2.4940 0.1687 -0.1471 0.1976
C 1.3340 1.0876 1.8741 0.2021 -0.0103 -0.0974
C 2.6992 1.0146 2.5733 -0.0193 -0.1037 0.1166
C 3.6412 -0.0145 1.9410 -0.1589 -0.1278 -0.1043
C 4.2302 0.4544 0.5989 -0.0397 0.0257 -0.1878
C 4.0953 -0.5716 -0.5277 0.1123 -0.0203 0.0711
C 4.9817 -1.8162 -0.3332 0.0560 -0.0155 0.0256
C 4.2315 -3.1318 -0.3101 -0.0290 0.0499 0.0336
O 3.6207 -3.3128 -1.5730 -0.0015 -0.0460 -0.0268
C 2.9625 -4.5551 -1.7289 0.0485 -0.0359 -0.0273
N -1.9482 0.9704 2.8115 -0.0261 0.3619 0.6669
C -3.0804 0.9846 2.1277 -0.2006 -0.0567 -0.0543
N -4.1932 1.5945 2.5445 -0.0402 0.3296 0.0799
F -4.0767 2.0803 3.8194 -0.0745 -0.1144 -0.0845
C -5.4861 1.8337 1.9635 -0.1217 0.0502 0.0220
C -6.4463 0.6763 2.1170 -0.0235 0.1675 -0.0175
N -6.0678 -0.3830 2.6778 0.0219 -0.2031 0.0213
N -2.9528 0.3266 0.9637 0.0258 -0.1702 -0.4114
C -3.9202 0.0416 -0.0716 -0.1397 0.0619 0.0400
S -3.9333 1.3559 -1.3228 0.1069 -0.0294 0.0211
C -4.5546 0.4150 -2.7446 -0.0154 0.1200 -0.1199
C -4.3740 1.2615 -4.0061 -0.1260 -0.1448 -0.0162
H 0.4696 -0.5094 -4.3785 -0.0340 0.0148 0.0231
H 0.9090 -1.4185 -2.9424 0.0355 0.0405 -0.0273
H -0.6819 -1.6213 -3.6723 0.0545 -0.0181 0.0658
H -0.1201 1.2142 -2.9210 0.1007 -0.0410 0.0524
H -1.5486 0.2701 -2.6205 0.0012 0.1525 -0.0486
H -0.0475 1.1177 -0.6011 -0.0630 -0.0162 -0.0708
H 0.9262 -0.2947 -1.0132 0.0558 0.1881 0.1091
H -1.8391 -1.0494 -0.8908 -0.1346 0.0307 0.1459
H -0.5221 -2.8671 -0.4982 0.0327 -0.0159 0.0092
H -0.7907 -2.4286 1.1974 -0.1239 -0.0922 -0.0884
H 0.7088 -1.9807 0.3836 -0.0475 0.0260 -0.0048
H 0.6374 -0.9171 2.3191 -0.0355 0.0391 0.0027
H 0.2993 0.2639 3.5749 0.0210 0.0028 -0.0618
H 1.4841 0.8413 0.8194 -0.0570 0.1547 0.0979
H 0.9282 2.1005 1.9241 -0.0011 -0.0008 0.0106
H 3.1603 2.0022 2.5318 0.0904 -0.0182 0.0569
H 2.5569 0.7657 3.6299 -0.0334 0.1427 -0.0158
H 4.4233 -0.2795 2.6549 0.0297 0.0580 -0.0552
H 3.0808 -0.9444 1.7646 0.0095 0.0197 0.0932
H 3.7393 1.3824 0.2866 0.0017 -0.0629 0.0575
H 5.2882 0.7097 0.7108 -0.0491 0.0329 0.0577
H 4.3419 -0.0913 -1.4765 -0.0388 -0.0324 0.0007
H 3.0486 -0.8864 -0.6100 -0.0189 -0.0025 -0.0009
H 5.7183 -1.8759 -1.1377 0.0027 -0.0036 0.0457
H 5.5506 -1.7369 0.5989 -0.0509 0.0075 -0.0112
H 4.9250 -3.9562 -0.0972 -0.0342 0.0092 -0.0670
H 3.4701 -3.1400 0.4870 -0.0119 0.0569 -0.0209
H 3.2371 -4.9784 -2.6967 -0.0336 0.0332 0.0289
H 1.8753 -4.4272 -1.7027 0.0011 0.0120 0.0653
H 3.2508 -5.2657 -0.9486 -0.0059 0.0176 -0.0322
H -5.8853 2.7103 2.4793 0.0107 -0.0220 -0.0278
H -5.3855 2.1326 0.9142 0.0757 -0.0765 0.0283
H -7.4443 0.8422 1.7002 -0.0190 0.0424 0.0916
H -6.8146 -1.0736 2.7316 0.0111 0.0029 -0.0159
H -4.8826 -0.0703 0.4205 0.0612 -0.0562 -0.0015
H -3.6885 -0.9191 -0.5255 -0.0038 0.0021 -0.0237
H -3.9925 -0.5190 -2.8147 0.0444 0.0483 0.0225
H -5.6068 0.1789 -2.5881 0.0373 -0.0761 -0.0236
H -3.4143 1.7788 -4.0105 0.0110 -0.0431 -0.0073
H -5.1697 1.9994 -4.1009 0.0709 0.0506 0.0551
H -4.4165 0.6178 -4.8854 -0.0162 0.0380 0.0279
C 4.2959 5.0842 0.9015 0.0362 0.0136 0.0092
Cl 5.3634 4.0367 1.8353 -0.0208 -0.0178 -0.0075
Cl 5.1827 5.9500 -0.3420 0.0056 -0.0012 -0.0088
Cl 2.9649 4.1555 0.1902 -0.0532 0.0112 0.0098
H 3.8628 5.8078 1.5789 -0.0093 0.0036 -0.0003
```
Positions in Å, forces in eV/Å.

Mulliken population analysis, charges in e, atoms 1 to 6: atom 1 (C): -1.140, atom 2 (C): -0.364, atom 3 (C): 0.443, atom 4 (C): 0.459, atom 5 (C): -1.757, atom 6 (N): 0.486


[3]
Entry from the OMol25 dataset: C22H42Cl3GdN2O4SSi as an isolated structure (wB97M-V/def2-TZVPD).

Calculated values
Multiplicity: 8
DFT total energy: -111787.0260 eV
Max |F|: 2.0 eV/Å
LUMO level (alpha / beta): 0.235 / -1.965 eV
Orbital gap (alpha / beta): 8.60 / 6.30 eV
E_HOMO (alpha / beta): -8.365 / -8.262 eV
Energy relative to the best compared isomer or geometry (same formula, charge and spin): 5.2 kcal/mol
Net charge: 0

XYZ file:
```
76
Properties=species:S:1:pos:R:3:forces:R:3
C 3.5251 0.3705 0.7573 0.2194 -0.0892 -0.2248
C 2.7387 1.0759 1.8248 -0.2762 0.5601 0.3978
H 4.4879 0.8527 0.5545 -0.2340 -0.1505 0.0067
H 2.9632 0.3131 -0.1919 0.1023 -0.0370 0.3482
H 3.7334 -0.6691 1.0712 -0.1389 0.3750 -0.1382
C 3.1023 2.2054 2.4532 -0.0852 -0.7175 -0.2736
C 4.3518 2.9703 2.1894 0.3884 0.3125 0.0157
H 2.4848 2.5942 3.2647 0.0119 -0.1330 -0.2182
H 4.8596 2.6637 1.2699 -0.0914 0.0869 0.2117
H 5.0553 2.8582 3.0242 -0.0163 0.0272 -0.1204
H 4.1373 4.0422 2.1143 0.0397 -0.0615 -0.0313
Gd -0.7713 -0.4130 -0.4212 0.7245 0.4934 0.9414
Cl 0.2538 -2.6449 0.3968 -0.0638 -0.3667 0.0365
Cl 0.5699 -0.1116 -2.5481 -0.1050 0.0658 -0.2603
H -5.6716 -3.2372 -2.3070 0.1657 0.1093 0.0615
H -4.3082 -5.2625 -2.7173 0.1983 0.1206 0.0250
C -4.8559 -2.5906 -2.6496 0.1254 -0.0721 -0.1248
C -3.4900 -4.6289 -3.0811 0.0534 0.0340 0.1049
N -3.5841 -3.2968 -2.4923 -0.2989 -0.2023 -0.1583
H -4.8199 -1.6695 -2.0643 -0.0443 -0.1982 -0.1693
C -2.5586 -2.7247 -1.8710 0.0511 1.3167 0.4695
O -2.5901 -1.5316 -1.4641 -0.1206 -1.8619 -0.6528
H -2.5295 -5.0771 -2.8075 -0.2159 0.0569 -0.0845
H -1.6668 -3.3621 -1.7051 -0.3294 0.2363 -0.1474
H -5.0404 -2.3654 -3.7077 0.1188 0.0620 0.1939
H -3.5682 -4.5806 -4.1758 0.0778 0.0809 0.2347
H 1.8489 2.3915 -0.4615 -0.2883 0.1495 -0.1715
H 1.0385 4.2176 1.5754 -0.1299 -0.0008 -0.2851
C 1.1395 3.0112 -1.0333 0.2304 -0.1051 0.0900
C 0.3783 4.5504 0.7583 -0.0371 -0.1630 0.1202
N 0.0646 3.4566 -0.1547 -0.6187 -0.0104 0.1634
H 0.7434 2.4201 -1.8651 0.0745 0.2171 0.2553
C -1.1142 2.8289 -0.0776 0.6464 -0.5291 -0.6036
O -1.4576 1.8560 -0.7895 0.1432 1.2452 0.8423
H -0.5549 4.9330 1.1908 0.2937 0.0220 -0.0991
H -1.7773 3.2496 0.6990 -0.0144 -0.0822 -0.2672
H 1.6649 3.9060 -1.3881 -0.1329 -0.2226 -0.1020
H 0.8936 5.3430 0.2025 -0.2379 -0.0973 0.1451
O 0.5100 0.6534 1.0889 -0.8243 0.2523 -0.9930
C 1.3967 0.4064 2.1078 -0.1644 -0.4598 0.5399
C -0.0108 1.9494 3.5660 0.3797 0.1460 0.5494
C 0.7668 0.7929 3.4570 0.5962 -0.2466 -0.1596
H -0.1713 2.5639 2.6748 -0.0050 -0.3247 0.3209
C -0.5200 2.3351 4.8106 0.1736 -0.1292 -0.4671
H 1.6023 -0.6792 2.1303 0.0178 -0.0004 0.2903
C 0.9823 -0.0172 4.5795 -0.0969 0.5280 -0.2031
H -1.1028 3.2508 4.8832 0.0931 -0.1121 0.1054
C -0.2666 1.5558 5.9388 0.0306 -0.1210 0.1672
C 0.4683 0.3746 5.8198 0.1971 -0.2621 0.0895
H 1.5734 -0.9339 4.4513 -0.2753 0.3949 0.2023
H -0.6198 1.8833 6.9190 0.0305 -0.1597 -0.2976
H 0.6662 -0.2536 6.6967 -0.1438 0.3375 -0.2911
Si 1.8604 -1.9131 -4.9154 0.8374 -0.0212 -0.8613
Cl 3.3159 -1.0025 -3.6959 0.0003 -0.2781 -0.3559
C 0.7775 -0.6454 -5.7819 -0.2174 0.2452 0.2361
C 1.1060 -3.3930 -4.0406 -0.2055 0.0474 0.1448
C 2.9303 -2.5590 -6.3594 -0.0639 -0.0879 0.2748
H 0.3063 0.0643 -5.0874 0.1025 -0.2826 -0.3453
H -0.0065 -1.1455 -6.3746 0.2204 0.0856 0.1887
H 1.4149 -0.0838 -6.4860 -0.1845 -0.2128 0.2687
H 3.3529 -1.7060 -6.9079 -0.0980 -0.1533 0.1580
H 2.3715 -3.1732 -7.0798 0.0186 0.1208 0.1814
H 3.7693 -3.1552 -5.9835 -0.1119 0.0346 -0.0707
H 0.5982 -3.1630 -3.0877 0.2811 0.0129 -0.4064
H 1.9209 -4.1065 -3.8379 -0.2650 0.2086 -0.0310
H 0.3893 -3.8833 -4.7228 0.2132 0.1375 0.2001
C -3.8212 0.8255 3.1408 -0.2195 -0.1794 0.2178
S -2.2284 0.2414 2.5590 -0.2375 -0.2303 -1.0173
C -2.0435 -1.1638 3.6523 -0.3493 -0.1107 0.2651
O -2.5324 -0.3909 1.1956 -0.2440 0.2354 0.7978
H -3.6647 1.4216 4.0474 -0.0276 -0.1860 -0.1162
H -4.4505 -0.0488 3.3414 -0.0469 0.3160 -0.0413
H -4.2725 1.4501 2.3635 0.2360 -0.1464 0.0792
H -3.0543 -1.5670 3.8020 0.4134 -0.1813 -0.0098
H -1.3852 -1.8936 3.1628 -0.1440 0.3137 0.0172
H -1.6052 -0.8357 4.5997 -0.1025 -0.0017 -0.1589
```
Positions in Å, forces in eV/Å.

Mulliken population analysis, charges in e, atoms 1 to 6: atom 1 (C): -1.419, atom 2 (C): 0.163, atom 3 (H): 0.394, atom 4 (H): 0.162, atom 5 (H): 0.325, atom 6 (C): 0.215


| no. | molar mass (Da) |
| --- | --- |
| 1 | 589.518 |
| 2 | 550.036 |
| 3 | 722.350 |